Computed, not measured: C54H32Cl4N6RbS as an isolated structure in a non-equilibrium geometry, with ωB97M-V/def2-TZVPD.

The value obtained for the max |F| is 2.2 eV/A. The value obtained for the total energy is -127040.08711 eV. Its total charge is -1. The lowest unoccupied orbital energy (alpha / beta) comes out at 1.453 / 1.453 eV. For the HOMO-LUMO gap (alpha / beta), the calculation gives 5.07 / 5.07 eV.

```
98
Properties=species:S:1:pos:R:3:mulliken_charge:R:1
Rb -0.410 0.668 -1.400 0.909
Cl -10.085 -0.084 -3.259 -0.249
C -8.473 -0.072 -2.631 0.440
C -8.193 -0.865 -1.523 -0.831
C -6.911 -0.858 -0.971 -0.308
C -5.906 -0.039 -1.495 -0.109
C -6.233 0.731 -2.630 -0.369
C -7.504 0.734 -3.180 -0.877
C -4.524 0.124 -0.914 1.463
C -4.080 1.413 -0.594 0.524
C -4.883 2.666 -0.693 -1.345
C -4.094 3.654 -0.294 -0.974
C -2.806 3.046 0.118 -0.196
C -1.831 3.709 0.796 1.303
C -1.907 5.173 0.906 -0.602
C -2.563 5.802 1.957 0.082
C -2.580 7.164 2.082 -0.759
C -1.901 7.978 1.133 0.427
Cl -1.831 9.711 1.304 -0.244
C -1.322 7.379 0.019 -0.890
C -1.336 5.990 -0.060 0.171
C -0.729 3.099 1.537 -0.025
N -0.224 1.884 1.308 0.016
C 0.782 1.704 2.202 -0.015
C 1.471 0.504 2.435 0.978
C 2.490 0.506 3.500 -0.352
C 2.157 0.036 4.756 0.338
C 3.072 0.012 5.820 -0.954
C 4.342 0.540 5.559 0.431
Cl 5.409 0.742 6.923 -0.251
C 4.706 1.040 4.317 -0.885
C 3.755 1.032 3.293 -0.007
C 1.200 -0.764 1.843 0.191
C 1.762 -2.018 2.315 -1.108
C 1.053 -2.994 1.735 -1.271
C 0.081 -2.325 0.876 -0.338
N 0.261 -1.004 0.910 0.043
C -0.948 -2.977 0.109 1.579
C -2.118 -2.409 -0.399 0.181
C -3.117 -3.198 -1.097 -1.371
C -4.182 -2.390 -1.285 -1.257
C -3.755 -1.062 -0.805 -0.024
N -2.527 -1.100 -0.264 -0.456
C -0.738 -4.447 -0.107 -0.432
C 0.411 -4.891 -0.754 0.161
C 0.664 -6.247 -1.006 -1.204
C -0.286 -7.175 -0.549 0.450
Cl -0.019 -8.862 -0.990 -0.258
C -1.402 -6.797 0.160 -0.946
C -1.613 -5.444 0.368 -0.188
C 0.939 2.895 3.031 -1.435
C -0.022 3.751 2.619 -1.059
N -2.859 1.694 -0.100 -0.403
H -8.989 -1.436 -1.066 0.389
H -6.695 -1.486 -0.115 0.570
H -5.449 1.312 -3.081 0.561
H -7.731 1.320 -4.064 0.376
H -5.903 2.747 -1.059 0.444
H -4.398 4.686 -0.179 0.423
H -3.057 5.217 2.715 0.466
H -3.030 7.651 2.931 0.393
H -0.801 7.905 -0.768 0.403
H -0.893 5.530 -0.923 0.474
H 1.155 -0.303 4.903 0.523
H 2.791 -0.355 6.813 0.378
H 5.684 1.456 4.171 0.429
H 3.997 1.510 2.348 0.456
H 2.473 -2.093 3.154 0.476
H 1.203 -4.048 1.856 0.445
H -3.035 -4.244 -1.364 0.505
H -5.168 -2.569 -1.644 0.582
H 1.117 -4.151 -1.103 0.466
H 1.493 -6.558 -1.600 0.443
H -2.123 -7.547 0.447 0.417
H -2.514 -5.184 0.858 0.621
H 1.644 3.059 3.818 0.447
H -0.190 4.721 2.999 0.491
S 6.302 -2.828 -3.457 -0.162
C 4.638 -2.356 -2.917 0.029
C 3.652 -2.125 -3.912 -0.329
C 2.365 -1.824 -3.502 -0.625
N 2.003 -1.742 -2.245 0.059
C 2.898 -1.972 -1.301 0.307
C 4.199 -2.314 -1.592 -0.671
C 7.166 -1.317 -3.134 0.320
C 6.981 -0.129 -3.859 -0.274
C 7.709 0.994 -3.499 -0.380
N 8.572 1.030 -2.471 -0.587
C 8.683 -0.069 -1.755 -0.304
C 8.063 -1.271 -2.068 -0.081
H 3.961 -2.172 -4.950 0.449
H 1.585 -1.663 -4.247 0.389
H 2.571 -1.962 -0.260 0.147
H 4.865 -2.516 -0.744 0.445
H 6.340 -0.044 -4.742 0.342
H 7.680 1.923 -4.049 0.372
H 9.310 -0.005 -0.865 0.347
H 8.229 -2.140 -1.407 0.337
```

Computed, not measured: C54H36F5OP2PdSSe as an isolated structure in a non-equilibrium geometry, with ωB97M-V/def2-TZVPD.

The value obtained for the max |F| is 2.8 eV/A. The value obtained for the total energy is -170449.19334 eV. Its total charge is +1. The lowest unoccupied orbital energy (alpha / beta) comes out at -2.233 / -4.879 eV. For the HOMO-LUMO gap (alpha / beta), the calculation gives 7.18 / 5.63 eV. As for the spin multiplicity: 3.

```
101
Properties=species:S:1:pos:R:3:lowdin_spin:R:1
Pd -0.047 -0.654 0.116 0.600
O 0.877 2.051 -1.645 0.011
S 0.142 1.891 -0.376 0.106
C -1.234 3.041 -0.461 0.021
C -0.895 4.198 -1.086 0.004
C -1.793 5.310 -1.125 0.002
C -2.990 5.191 -0.499 -0.001
C -4.114 6.161 -0.330 0.000
C -5.251 5.388 0.381 0.000
C -4.714 3.984 0.500 0.001
C -5.289 2.772 0.802 0.001
C -4.462 1.601 0.783 0.003
C -3.131 1.539 0.445 0.012
P -2.354 -0.155 0.230 0.060
C -3.447 -1.250 1.201 0.012
C -3.412 -1.031 2.586 0.005
C -4.184 -1.793 3.444 0.000
C -4.978 -2.819 2.955 0.002
C -4.959 -3.108 1.604 0.000
C -4.179 -2.317 0.748 0.003
C -2.762 -0.586 -1.503 0.004
C -1.965 -1.562 -2.115 0.002
C -2.330 -2.040 -3.333 0.000
C -3.564 -1.659 -3.946 0.001
C -4.293 -0.633 -3.367 0.000
C -3.891 -0.088 -2.142 0.002
C -2.530 2.809 0.063 0.002
C -3.362 3.950 0.069 0.000
C 1.174 2.704 0.877 0.007
C 0.727 3.738 1.682 0.008
C 1.572 4.333 2.639 0.000
C 2.878 3.949 2.716 0.005
C 4.035 4.287 3.646 0.001
C 5.275 3.576 3.086 0.000
C 4.719 2.652 2.018 0.003
C 5.330 1.722 1.292 0.000
C 4.521 0.938 0.428 0.008
C 3.144 1.119 0.260 0.009
P 2.251 -0.312 -0.475 0.052
C 3.375 -1.724 0.170 0.015
C 4.036 -2.629 -0.649 0.000
C 4.789 -3.650 -0.060 0.005
C 4.931 -3.708 1.318 0.000
C 4.293 -2.785 2.145 0.006
C 3.510 -1.809 1.561 0.018
C 2.470 -0.500 -2.257 0.008
C 3.257 0.284 -3.087 0.004
C 3.402 -0.018 -4.445 0.000
C 2.761 -1.120 -4.986 0.004
C 1.966 -1.897 -4.152 -0.001
C 1.797 -1.567 -2.817 0.003
C 2.506 2.205 0.972 0.000
C 3.319 2.907 1.872 -0.001
H 0.137 4.340 -1.478 0.000
H -1.458 6.250 -1.547 0.000
H -4.446 6.528 -1.287 0.000
H -3.801 7.025 0.235 0.000
H -6.155 5.362 -0.229 0.000
H -5.449 5.848 1.344 0.000
H -6.356 2.709 1.082 0.000
H -4.967 0.690 1.033 0.000
H -2.783 -0.221 2.963 0.001
H -4.241 -1.484 4.462 0.000
H -5.577 -3.424 3.601 0.000
H -5.501 -3.957 1.172 0.000
H -4.114 -2.602 -0.291 0.000
H -1.099 -1.972 -1.578 0.001
H -1.686 -2.828 -3.854 0.000
H -3.817 -2.237 -4.846 0.000
H -5.141 -0.323 -3.879 0.000
H -4.452 0.643 -1.686 0.000
H -0.300 4.097 1.614 0.001
H 1.148 5.108 3.234 0.000
H 3.758 3.939 4.654 0.000
H 4.193 5.353 3.684 0.000
H 5.814 2.900 3.806 0.000
H 6.022 4.299 2.658 0.000
H 6.381 1.520 1.289 0.000
H 4.994 0.142 -0.064 0.001
H 4.039 -2.580 -1.723 0.000
H 5.309 -4.414 -0.610 0.000
H 5.549 -4.469 1.811 0.000
H 4.458 -2.795 3.206 0.000
H 2.984 -1.027 2.126 0.001
H 3.717 1.176 -2.725 0.000
H 4.007 0.584 -5.080 0.000
H 2.958 -1.388 -6.074 0.000
H 1.555 -2.805 -4.549 0.000
H 1.196 -2.199 -2.177 0.000
F 0.838 -8.315 -1.152 0.010
C 0.706 -7.176 -0.472 0.030
C -0.500 -6.476 -0.638 -0.005
F -1.550 -6.975 -1.261 -0.003
C -0.624 -5.230 -0.067 0.029
F -1.814 -4.612 -0.131 0.015
C 0.378 -4.657 0.717 0.073
Se 0.203 -2.935 1.539 0.795
C 1.496 -5.442 0.946 0.037
F 2.394 -4.965 1.829 0.013
C 1.745 -6.648 0.279 -0.004
F 2.922 -7.246 0.363 -0.003
```

Computed, not measured: C54H37BrI4IrN4O5P as an isolated structure in a non-equilibrium geometry, with ωB97M-V/def2-TZVPD.

The value obtained for the max |F| is 2.4 eV/A. The value obtained for the total energy is -187368.37462 eV. The lowest unoccupied orbital energy (alpha / beta) comes out at -1.498 / -1.531 eV. For the HOMO-LUMO gap (alpha / beta), the calculation gives 5.08 / 4.98 eV.

```
107
Properties=species:S:1:pos:R:3:mulliken_charge:R:1
Ir 1.058 1.039 0.030 1.641
I 8.098 -4.906 3.210 0.076
C 6.455 -3.676 2.742 -0.156
C 5.217 -4.245 2.487 -0.826
C 4.157 -3.433 2.122 -0.211
C 4.310 -2.047 2.007 0.598
C 5.554 -1.496 2.334 -0.471
C 6.622 -2.301 2.691 -0.784
C 3.210 -1.188 1.569 -0.348
C 2.398 -1.447 0.311 1.379
C 2.667 -2.661 -0.566 -0.961
C 1.982 -2.744 -1.721 -1.555
C 0.915 -1.778 -1.974 -0.104
C 0.744 -0.984 -3.084 1.043
C 1.037 -1.578 -4.419 -0.249
C 2.316 -1.930 -4.830 -0.011
C 2.523 -2.530 -6.064 -0.892
C 1.441 -2.778 -6.889 -0.212
I 1.745 -3.681 -8.768 0.077
C 0.155 -2.441 -6.499 -0.790
C -0.041 -1.854 -5.260 -0.229
C 0.251 0.343 -3.009 0.393
N 0.096 1.116 -1.875 1.045
C -0.499 2.282 -2.277 0.472
C -1.030 3.267 -1.416 0.692
C -1.618 4.505 -1.978 0.444
C -2.609 4.501 -2.958 -0.336
C -3.045 5.680 -3.543 -0.711
C -2.480 6.881 -3.148 -0.224
I -2.986 8.663 -4.151 0.084
C -1.551 6.923 -2.120 -0.875
C -1.140 5.739 -1.532 -0.287
C -1.032 3.169 -0.023 0.061
C -1.870 3.944 0.839 -1.407
C -1.605 3.555 2.113 -1.641
C -0.572 2.562 2.048 0.639
N -0.281 2.319 0.733 0.551
C 0.140 2.084 3.159 0.665
C 1.319 1.343 3.074 0.754
C 2.141 0.929 4.190 -1.709
C 3.076 0.081 3.714 -1.602
C 2.798 -0.100 2.303 0.500
N 1.792 0.774 1.938 0.638
C -0.472 2.314 4.494 -0.537
C -1.716 1.732 4.751 -0.081
C -2.353 1.918 5.967 -0.756
C -1.752 2.709 6.933 -0.067
I -2.756 3.050 8.751 0.075
C -0.514 3.285 6.707 -0.674
C 0.123 3.080 5.491 -0.207
C -0.603 2.301 -3.701 -2.008
C -0.131 1.107 -4.150 -1.811
N 1.006 -1.382 0.718 -0.770
H 5.077 -5.312 2.591 0.406
H 3.179 -3.869 1.967 0.644
H 5.687 -0.422 2.285 0.496
H 7.579 -1.858 2.929 0.402
H 3.463 -3.345 -0.311 0.605
H 2.258 -3.475 -2.475 0.728
H 3.166 -1.707 -4.198 0.744
H 3.521 -2.803 -6.377 0.421
H -0.690 -2.640 -7.144 0.401
H -1.045 -1.609 -4.936 0.478
H -3.054 3.563 -3.262 0.518
H -3.808 5.658 -4.309 0.428
H -1.140 7.869 -1.796 0.398
H -0.408 5.757 -0.734 0.578
H -2.581 4.682 0.509 0.689
H -2.035 3.948 3.018 0.571
H 2.007 1.254 5.207 0.531
H 3.836 -0.448 4.265 0.550
H -2.181 1.120 3.989 0.494
H -3.309 1.451 6.157 0.379
H -0.050 3.890 7.474 0.375
H 1.081 3.552 5.307 0.582
H -0.960 3.124 -4.292 0.756
H -0.067 0.774 -5.172 0.570
C 4.026 -0.050 -0.853 -0.266
O 2.644 -0.287 -0.576 -0.356
P -0.012 -1.614 -0.469 0.441
O -1.237 -0.627 -0.375 0.001
C -2.475 -0.861 -1.058 -0.865
O -0.869 -2.967 -0.323 -0.451
C -0.311 -4.252 -0.067 -0.519
H 4.108 0.893 -1.379 0.108
H 4.421 -0.863 -1.467 0.249
H 4.606 0.025 0.068 0.055
H -2.303 -1.129 -2.101 0.301
H -3.026 0.076 -1.016 0.247
H -3.035 -1.653 -0.565 0.309
H -0.083 -4.759 -1.005 0.248
H -1.062 -4.821 0.477 0.347
H 0.594 -4.175 0.537 0.073
Br 3.719 1.439 -4.335 -0.037
C 2.820 3.103 -4.209 -0.003
C 2.436 3.709 -5.395 -0.649
C 1.763 4.919 -5.358 -0.766
C 1.489 5.521 -4.140 -0.626
C 1.882 4.904 -2.963 0.099
C 2.541 3.683 -2.975 0.734
C 2.962 3.033 -1.655 -0.287
O 4.148 2.756 -1.546 -0.676
O 2.048 2.907 -0.754 -0.603
H 2.671 3.229 -6.335 0.471
H 1.458 5.399 -6.279 0.412
H 0.970 6.471 -4.103 0.454
H 1.688 5.369 -2.007 0.483
```